# 1
ORCA calculation (ωB97M-V/def2-TZVPD) on a cluster of 11 separate species, C17H39N7O28S3 in total at a distorted geometry.

LUMO (Ha): -0.0244
Structure (SMILES): C[N+](=O)[O-].C[N+](=O)[O-].C[N+](=O)[O-].C[N+](=O)[O-].C[N+](=O)[O-].C[N+](=O)[O-].C[N+](=O)[O-].O=S1(=O)OCCO1.O=S1(=O)OCCO1.O=S1(=O)OCCO1.O=C1CCCO1
Frontier orbital gap (eV): 9.6
E (eV): -118500.8340
Energy above the lowest of the compared OMol25 structures with the same formula, charge and spin (kJ/mol): 204.6

Structure (XYZ):
```
94
Properties=species:S:1:pos:R:3:forces:R:3:lowdin_charge:R:1
C -3.68942 -0.68296 -15.01667 -0.40 -0.08 -0.87 0.0432
N -3.51073 0.43709 -15.97850 1.15 2.95 -1.93 -0.4162
O -3.93408 0.36983 -17.14328 0.35 -0.73 2.21 0.0498
O -2.92869 1.47525 -15.57259 -1.14 -2.40 -0.13 0.0217
H -4.64157 -0.42407 -14.55353 0.35 -0.15 0.63 0.1041
H -2.79725 -0.74891 -14.39395 -0.47 0.25 0.15 0.1010
H -3.85063 -1.59820 -15.58629 0.14 0.17 -0.06 0.0965
C -12.08092 9.96821 -17.08204 -0.07 0.42 1.30 0.0282
N -12.12275 8.49975 -17.07466 0.23 -1.96 -2.64 -0.4214
O -11.04180 7.87404 -17.19840 -2.30 1.23 0.86 0.0368
O -13.25220 8.00349 -17.16644 1.74 0.33 0.75 0.0507
H -12.41551 10.19915 -16.07070 0.38 0.40 0.16 0.1015
H -12.86896 10.39502 -17.70246 0.38 -0.43 -0.39 0.1041
H -11.05878 10.29441 -17.27422 -0.35 0.02 -0.03 0.1005
C -11.53911 -2.67740 -17.13414 -1.79 -0.44 0.58 0.0261
N -10.17442 -2.60708 -17.52641 0.29 3.03 -4.01 -0.5031
O -9.86339 -1.88641 -18.48301 -1.12 -0.17 0.22 0.0454
O -9.36556 -3.16892 -16.91695 2.85 -2.84 3.12 0.1043
H -12.18596 -2.87540 -17.98882 0.22 0.29 -0.01 0.1092
H -11.75292 -1.70702 -16.68608 -0.30 -0.19 0.03 0.1156
H -11.61022 -3.50712 -16.43087 -0.16 0.33 0.10 0.1024
C -14.71652 2.34232 -12.21651 0.32 0.88 0.25 0.0285
N -14.91937 1.43817 -13.36494 0.30 0.12 -1.07 -0.4371
O -15.37629 0.33076 -13.12854 0.32 0.67 -0.52 0.0601
O -14.61947 1.90002 -14.47795 -0.62 -1.06 1.59 0.0487
H -14.50353 1.79725 -11.29693 -0.20 -0.12 -0.33 0.0984
H -15.61313 2.95517 -12.12376 -0.10 -0.26 0.07 0.1037
H -13.90945 3.02844 -12.47342 0.00 -0.24 0.01 0.0978
C -9.80592 6.72453 -7.82767 0.46 1.35 0.53 0.0224
N -10.38264 6.27501 -9.09253 -1.68 -1.52 -1.86 -0.4132
O -10.29543 5.05293 -9.36062 -0.01 2.59 0.50 0.0382
O -10.99941 7.10057 -9.79481 1.36 -1.47 1.39 0.0446
H -9.56010 7.77946 -7.94934 0.45 -0.16 -0.31 0.0978
H -8.94429 6.11665 -7.55165 -0.36 0.01 -0.08 0.1034
H -10.56140 6.80742 -7.04632 -0.22 -0.82 -0.17 0.1068
C -6.12226 0.95942 -8.13047 -1.05 0.21 0.98 0.0308
N -5.18904 1.95937 -8.63017 0.73 2.87 0.35 -0.4427
O -4.55950 1.73824 -9.63445 0.04 -0.46 -0.13 0.0732
O -5.11185 3.04715 -8.00569 -0.28 -2.05 -0.84 0.0271
H -5.58666 0.04655 -7.86989 -0.15 0.12 -0.23 0.1087
H -6.93899 0.82459 -8.83963 0.48 -0.26 -0.33 0.1062
H -6.58424 1.44666 -7.27182 0.22 -0.44 0.19 0.0965
C -7.68280 4.10980 -14.45721 0.26 0.23 -0.54 0.0421
N -8.54134 2.93475 -14.47959 -1.32 -1.93 0.40 -0.4672
O -9.34991 2.82621 -15.37361 -0.10 0.62 -0.51 0.0626
O -8.43087 2.06978 -13.62086 0.61 0.66 0.23 0.0435
H -6.84705 3.86314 -13.80239 -0.10 0.47 -0.20 0.1045
H -8.28327 4.97661 -14.18123 0.10 -0.19 0.39 0.1085
H -7.45229 4.24558 -15.51387 0.55 0.12 0.22 0.1058
O -8.80495 -4.15084 -7.83167 -2.53 -1.40 -1.78 -0.2543
S -9.93024 -4.74550 -8.56943 -1.05 0.26 -0.78 0.7711
O -10.81260 -5.76009 -7.97701 2.51 2.06 -1.28 -0.2443
O -10.91646 -3.56237 -9.19616 1.09 -0.22 1.38 -0.2095
C -10.91526 -3.57219 -10.61439 -0.52 0.80 -1.06 -0.1986
C -9.57088 -4.13738 -11.04285 -0.92 0.85 1.07 -0.1764
O -9.49967 -5.20217 -10.12488 0.85 -2.00 2.14 -0.2214
H -11.79138 -4.13800 -10.93123 0.32 -0.54 -0.20 0.1321
H -11.08448 -2.58064 -11.03426 0.19 0.34 0.57 0.1307
H -8.75394 -3.46014 -10.79375 -0.01 0.31 -0.41 0.1296
H -9.54711 -4.43937 -12.08991 0.08 -0.45 0.33 0.1411
O -7.95256 14.66858 -16.61042 0.30 -0.22 0.34 -0.2084
S -7.83771 14.64405 -15.20112 0.29 -0.19 5.54 0.7945
O -7.95117 15.86875 -14.36224 0.24 -3.12 -2.65 -0.2618
O -8.85436 13.48621 -14.49920 -0.72 2.55 -2.59 -0.2184
C -8.25392 12.46039 -13.77972 -0.62 -0.60 0.01 -0.2053
C -6.86720 12.97069 -13.54524 1.38 -0.54 2.43 -0.2411
O -6.48218 13.76228 -14.61074 -1.18 1.83 -3.10 -0.1918
H -8.97806 12.28557 -12.98401 0.80 0.26 0.85 0.1376
H -8.27794 11.50298 -14.30020 0.31 0.12 -0.71 0.1255
H -6.12791 12.17845 -13.42742 -0.08 -0.20 -0.44 0.1372
H -6.70655 13.56661 -12.64682 -0.72 0.10 0.32 0.1318
O -9.24630 3.48579 -24.58038 -1.69 -1.49 1.11 -0.2488
S -9.87835 2.41667 -23.81924 1.57 -0.72 0.42 0.7814
O -9.87267 1.05819 -24.39875 -0.48 3.38 1.96 -0.2484
O -9.15795 2.47708 -22.27076 -1.29 -0.58 -2.35 -0.1873
C -9.92078 3.43901 -21.57595 -0.45 1.23 1.64 -0.2244
C -11.41692 3.16730 -21.85995 2.30 -1.15 2.02 -0.1901
O -11.36194 2.83990 -23.20365 -0.06 -0.63 -3.26 -0.2045
H -9.68593 3.33455 -20.51669 -0.02 -0.14 -0.06 0.1335
H -9.66231 4.46004 -21.85666 0.20 0.00 -0.34 0.1248
H -12.13982 3.91208 -21.52703 0.29 0.45 -0.90 0.1387
H -11.63465 2.28092 -21.26412 -0.39 -0.35 -0.21 0.1251
O -0.43450 8.15570 -12.04476 2.32 -2.49 1.92 0.0742
C 0.21015 7.34134 -11.35789 -2.21 1.42 -1.09 -0.4208
C -0.17669 5.91758 -10.94669 -0.56 -0.12 -1.32 -0.1004
C 0.59986 5.67480 -9.69568 -0.68 -0.28 0.15 -0.1765
C 1.78479 6.59640 -9.84715 -0.19 -0.72 0.32 -0.1630
O 1.33769 7.64377 -10.68815 0.17 1.36 -0.38 0.0285
H -1.25500 5.86266 -10.79721 0.08 0.02 -0.18 0.1266
H 0.09284 5.16197 -11.68459 -0.06 0.35 -0.51 0.1280
H -0.13144 5.98652 -8.94994 0.78 -0.21 0.89 0.1227
H 0.91865 4.63573 -9.61306 -0.25 0.10 0.43 0.1220
H 2.08790 6.95461 -8.86334 0.31 0.42 -0.37 0.1295
H 2.58724 6.06469 -10.35849 0.26 0.15 0.16 0.1293
```
Forces are in eV/Å.



# 2
ORCA calculation (ωB97M-V/def2-TZVPD) on a cluster of 4 separate species, C17H40BFN2O14P3 in total at a distorted geometry.

Total charge: +1
LUMO (Ha): -0.1952
Frontier orbital gap (eV): 6.4
E (eV): -81182.8340

Structure (XYZ):
```
78
Properties=species:S:1:pos:R:3:forces:R:3:lowdin_charge:R:1
O -3.42697 0.47242 -5.77948 1.88 -0.97 1.24 0.0861
B -2.10514 -0.05212 -5.48436 -0.76 1.62 -0.03 -0.4679
O -1.02690 0.83746 -5.19282 -2.02 -2.19 0.54 0.1358
C -1.97851 -1.69900 -5.47229 -0.27 -0.40 0.39 -0.0214
C -2.99930 -2.24224 -4.40326 -2.81 -0.97 -0.08 -0.0590
C -4.49173 -2.35971 -4.70003 2.62 -0.96 4.16 0.0930
C -5.22700 -2.88874 -3.49447 1.13 0.91 -1.91 0.0330
N -4.60155 -3.19264 -2.30114 -2.55 -0.09 -0.96 0.0059
N -3.32395 -3.14448 -1.95568 0.58 1.64 -4.29 0.1568
C -2.58146 -2.68494 -3.02190 2.31 0.29 0.18 -0.1099
C -0.99667 -2.61140 -2.72380 -0.42 -0.25 0.53 -0.1227
C -0.66167 -2.65752 -1.16298 0.59 -0.44 -0.03 -0.1730
C -1.05201 -1.33695 -0.36128 -0.23 -0.63 -0.88 -0.1615
F 0.11937 -0.73456 0.20393 -1.76 -1.04 -0.66 -0.0905
H -3.98847 0.33342 -4.98366 0.34 0.31 -0.91 0.1016
H -0.63698 0.48297 -4.36052 0.35 0.46 -0.98 0.1070
H -0.90358 -2.01833 -5.32015 -1.43 0.15 0.12 0.1129
H -2.27100 -2.05101 -6.52300 0.11 0.48 1.51 0.1491
H -5.00788 -2.08176 -5.65981 0.70 -0.42 1.23 0.1439
H -6.35066 -3.03851 -3.58142 1.69 0.11 0.59 0.1558
H -5.22019 -3.51597 -1.53349 0.54 0.23 -0.70 0.1900
H -0.47230 -3.51746 -3.19733 -0.90 1.29 0.41 0.1415
H -0.54868 -1.66965 -3.20016 -0.73 -1.33 0.73 0.1151
H 0.46842 -2.82655 -1.08252 -1.55 0.42 -0.06 0.1326
H -1.13439 -3.59310 -0.69890 0.59 1.45 -0.66 0.1153
H -1.83495 -1.59480 0.42730 1.38 0.67 -0.73 0.1277
H -1.50482 -0.60830 -1.11291 0.64 -0.58 1.18 0.1189
C 0.57598 4.86813 3.32596 -0.20 -0.01 0.81 -0.1060
O 1.14565 5.10732 2.04350 -0.28 -0.05 -1.21 -0.2026
P 0.35153 4.63609 0.74004 -0.26 0.45 0.30 0.3918
O -1.12523 4.67218 0.84210 0.94 -0.28 -0.04 -0.2472
O 0.96748 3.19693 0.39929 -0.18 0.55 -0.47 -0.2181
C 0.72829 2.13929 1.31876 0.05 -0.37 0.31 -0.1018
O 0.97890 5.57134 -0.38657 0.03 -0.47 0.97 -0.2017
C 0.45216 5.46471 -1.70044 -0.21 -0.03 -0.61 -0.1065
H 0.65882 5.78009 3.91721 0.03 -0.10 -0.07 0.0879
H -0.47615 4.58437 3.26756 0.06 0.08 -0.12 0.0833
H 1.13391 4.07395 3.82509 0.00 0.09 -0.03 0.0855
H -0.24522 2.24370 1.80340 0.00 0.02 -0.03 0.0903
H 1.51652 2.13429 2.07470 -0.06 0.02 0.02 0.0925
H 0.75175 1.19222 0.78063 0.04 0.32 0.02 0.0604
H 0.65168 6.39834 -2.22777 0.07 -0.06 0.19 0.0919
H -0.62732 5.30003 -1.68454 0.06 0.00 0.07 0.0832
H 0.94352 4.64651 -2.23131 -0.03 0.02 0.03 0.0865
C 1.54638 -7.93692 -3.68115 -0.27 -0.69 0.02 -0.1071
O 1.92191 -6.57302 -3.53656 0.27 0.89 -0.46 -0.2167
P 2.85358 -5.90227 -4.65165 0.13 -0.28 -0.46 0.3887
O 2.67154 -6.41297 -6.02787 0.10 0.24 1.02 -0.2353
O 4.33427 -6.05069 -4.06558 -0.55 0.66 -0.33 -0.2131
C 4.87289 -7.36156 -3.94374 0.20 -0.52 0.10 -0.0954
O 2.54067 -4.35041 -4.45742 -0.22 -0.95 0.48 -0.2246
C 3.16909 -3.43634 -5.34718 0.38 0.45 -0.44 -0.0996
H 0.47611 -8.02337 -3.48917 0.08 0.06 0.00 0.0878
H 1.75410 -8.32124 -4.68120 0.00 0.15 0.01 0.0854
H 2.08551 -8.53828 -2.94688 -0.03 0.08 -0.02 0.0888
H 4.50488 -8.01977 -4.73367 0.03 0.06 -0.02 0.0904
H 4.60477 -7.77196 -2.96800 0.01 0.00 -0.04 0.0894
H 5.95881 -7.30359 -4.01396 -0.13 0.13 -0.02 0.0950
H 2.57144 -2.52401 -5.38270 -0.01 -0.14 0.12 0.0819
H 3.23577 -3.84593 -6.35707 -0.01 -0.05 0.09 0.0891
H 4.16758 -3.19065 -4.98139 -0.05 -0.03 -0.03 0.0949
C -0.73836 2.61012 8.54865 0.01 -0.66 -0.11 -0.1114
O -1.04880 3.95411 8.88633 0.19 0.92 -0.31 -0.2020
P -0.16116 5.13440 8.27195 -0.11 0.12 -0.31 0.3956
O 0.38818 4.88206 6.92022 -0.22 -0.03 0.87 -0.2455
O 0.93497 5.43101 9.40027 -0.46 0.38 -0.48 -0.2117
C 1.89405 4.41962 9.67676 0.29 -0.35 0.15 -0.1019
O -1.14222 6.38233 8.38630 0.29 -1.15 0.27 -0.2012
C -0.69186 7.62564 7.86530 0.21 0.68 -0.23 -0.0984
H -1.66460 2.09645 8.28789 0.04 0.10 0.04 0.0898
H -0.05100 2.54209 7.70348 -0.06 0.13 0.02 0.0802
H -0.29275 2.11533 9.41393 -0.04 0.05 -0.02 0.0866
H 2.14080 3.84695 8.78001 0.01 0.05 0.00 0.0868
H 1.50040 3.74991 10.44432 0.03 0.00 -0.03 0.0888
H 2.80259 4.88961 10.05311 -0.15 0.07 -0.06 0.0925
H -1.56447 8.23603 7.62988 0.01 -0.20 0.10 0.0921
H -0.10957 7.48734 6.95202 -0.02 -0.06 0.07 0.0825
H -0.08884 8.14396 8.61324 -0.01 -0.05 -0.05 0.0921
```
Forces are in eV/Å.